# 1
Entry from the OMol25 dataset: 3 unconnected molecules or ions with the total composition C4H10O3 in a non-equilibrium geometry (ωB97M-V/def2-TZVPD).

```
17
Properties=species:S:1:pos:R:3:lowdin_charge:R:1
C -0.66 1.84 1.77 0.274
C -0.22 1.13 0.67 -0.246
O 0.46 -0.04 1.11 0.073
C -0.18 1.44 -0.72 -0.082
C -1.24 1.78 -1.50 0.159
H -0.39 1.43 2.73 0.107
H -1.27 2.76 1.90 0.136
H 0.51 -0.74 0.27 0.236
H 0.85 1.50 -1.17 0.143
H -2.25 1.74 -1.19 0.074
H -1.27 2.02 -2.52 0.076
H -0.03 -4.68 2.67 0.038
H -0.67 -4.00 1.44 -0.051
O -0.05 -4.54 1.74 0.014
H 2.19 -0.26 -3.17 0.115
H 2.45 -0.91 -1.78 0.008
O 1.78 -0.47 -2.26 -0.073
```

The expectation value of S² is 0.763. Its multiplicity is 2. As for the net charge: +1. For the gap between HOMO and LUMO (spin up / spin down), the calculation gives 9.3 / 6.0 eV.

=====

# 2
Entry from the OMol25 dataset: 2 unconnected molecules or ions with the total composition C4H10O3 in a non-equilibrium geometry (ωB97M-V/def2-TZVPD).

```
17
Properties=species:S:1:pos:R:3:lowdin_charge:R:1
O 1.38 -2.03 -0.25 0.342
C 0.54 -1.32 -0.67 -0.046
C -0.01 -0.13 0.10 -0.033
C 0.31 -0.10 1.61 -0.414
C 0.29 1.30 2.11 -0.016
O -0.65 -0.96 2.25 0.017
H 0.07 -1.39 -1.69 0.223
H -1.13 -0.16 0.14 0.169
H 0.40 0.77 -0.40 0.165
H 1.25 -0.64 1.70 0.143
H -0.48 1.94 1.66 0.106
H 1.28 1.79 1.87 0.121
H 0.20 1.33 3.20 0.106
H -0.11 -1.61 2.70 0.111
H -0.69 0.66 -5.41 0.039
H -1.79 0.16 -4.41 0.028
O -0.87 0.40 -4.51 -0.062
```

The expectation value of S² is 0.758. Its multiplicity is 2. As for the net charge: +1. For the gap between HOMO and LUMO (spin up / spin down), the calculation gives 9.2 / 4.8 eV.

=====

# 3
Entry from the OMol25 dataset: 2 unconnected molecules or ions with the total composition C4H10O3P in a non-equilibrium geometry (ωB97M-V/def2-TZVPD).

```
18
Properties=species:S:1:pos:R:3:lowdin_charge:R:1
C -1.25 -0.34 1.91 -0.169
C -2.18 0.16 -0.37 -0.193
C 3.48 -1.29 -2.95 -0.129
C -1.47 0.72 0.85 -0.579
O 0.84 1.91 1.73 -0.388
O 1.06 0.27 -0.15 -0.576
O 4.33 -2.00 -3.46 -0.044
P 0.21 1.46 0.20 0.526
H -0.85 0.11 2.82 0.051
H -2.18 -0.85 2.16 0.055
H -0.53 -1.07 1.55 0.058
H -1.58 -0.65 -0.79 0.058
H -2.28 0.93 -1.13 0.044
H -3.17 -0.23 -0.12 0.055
H 2.49 -1.15 -3.39 0.079
H 3.63 -0.75 -2.00 0.079
H -2.04 1.55 1.27 0.080
H 1.48 1.21 1.87 -0.006
```

Its multiplicity is 1. As for the net charge: -1. For the gap between HOMO and LUMO, the calculation gives 6.2 eV.

=====

# 4
Entry from the OMol25 dataset: a molecular structure, C4H10O3Ru in a non-equilibrium geometry (ωB97M-V/def2-TZVPD).

```
18
Properties=species:S:1:pos:R:3:lowdin_charge:R:1
O -0.45 1.08 -0.67 -0.417
C -1.66 1.48 -0.13 -0.211
C -2.28 0.47 0.84 -0.106
O -2.86 -0.66 0.24 0.107
C -1.97 -1.62 -0.27 0.039
H -2.40 1.66 -0.94 0.164
H -1.56 2.43 0.43 0.167
H -3.09 0.97 1.39 0.173
H -1.51 0.16 1.57 0.165
H -2.11 -2.61 0.20 0.166
H -2.09 -1.73 -1.37 0.164
H -0.94 -1.27 -0.06 0.064
O 2.86 -0.47 -0.10 -0.292
C 4.06 -0.25 0.46 -0.127
Ru 1.16 0.49 -0.23 1.528
H 4.03 0.44 1.32 0.113
H 4.62 -1.19 0.62 0.132
H 4.64 0.29 -0.34 0.169
```

The expectation value of S² is 12.018. Its multiplicity is 7. As for the net charge: +2. For the gap between HOMO and LUMO (spin up / spin down), the calculation gives 11.7 / 5.7 eV.